DFT (ωB97M-V/def2-TZVPD) results for the molecule C5H10ClNO4.

Each line ends with the Mulliken charge.
Atoms and positions in Å:
C  0.7543  -1.8516  -0.2720  -1.328
C  0.1063  -0.9975  0.8212  -0.263
O  -0.6808  -1.7532  1.6895  -0.583
C  -0.6870  0.1914  0.2242  0.877
Cl  -1.7591  0.8660  1.4554  -0.176
C  0.1260  1.2877  -0.5065  -0.166
C  1.4569  1.6317  0.1636  -1.476
O  -0.6579  2.4282  -0.7101  -0.556
N  -1.6693  -0.4482  -0.9384  0.942
O  -2.6787  -0.9421  -0.5200  -0.596
O  -1.2622  -0.4477  -2.0606  -0.572
H  0.0029  -2.4289  -0.8052  0.358
H  1.4513  -2.5473  0.1843  0.376
H  1.2881  -1.2314  -0.9827  0.361
H  0.8827  -0.5666  1.4679  0.473
H  -1.4555  -2.1043  1.2262  0.402
H  0.3260  0.9142  -1.5207  0.447
H  1.3162  1.8931  1.2100  0.307
H  2.1603  0.8087  0.0861  0.363
H  1.8723  2.4897  -0.3590  0.405
H  -0.8929  2.8080  0.1468  0.404

Atomic forces in eV per Å
C -0.1 0.2 0.3
C 0.1 0.1 -0.3
O -0.2 -0.5 0.2
C -0.4 -0.1 -1.0
Cl 0.3 0.1 -0.1
C 0.4 -0.2 0.0
C -0.4 -0.1 -0.1
O -0.2 0.3 -0.1
N 1.1 0.7 1.9
O -0.7 -0.5 -0.2
O 0.0 -0.1 -0.8
H -0.1 0.0 -0.1
H 0.1 -0.1 0.1
H 0.1 0.0 -0.2
H -0.2 0.0 -0.2
H 0.1 0.1 0.0
H 0.0 0.0 0.4
H 0.0 0.0 0.2
H 0.1 -0.1 0.1
H 0.0 0.0 0.0
H 0.0 -0.1 -0.1

Values from the calculation:
Highest occupied orbital energy = -10.78 eV
2S+1 = 1
E = -27546.717 eV
HOMO-LUMO gap = 11.06 eV
Largest force on an atom = 0.0456 Eh/bohr
Lowest unoccupied orbital energy = 0.29 eV
Energy relative to the best compared isomer or geometry (same formula, charge and spin) = 396.61 kJ/mol

DFT (ωB97M-V/def2-TZVPD) results for the ion C5H10ClO3 with charge +1.

Each line ends with the Mulliken charge.
Atoms and positions in Å:
C  -0.2091  0.8450  -0.9386  -0.128
C  0.5559  1.6293  0.1055  -0.754
C  -1.7543  -0.6254  -0.1094  0.970
C  -1.0428  -1.7977  -0.5364  -1.147
C  2.3587  0.3078  0.9853  -0.228
O  -1.5162  0.5960  -0.4672  -0.314
O  -2.7403  -0.9206  0.6006  -0.349
O  1.0633  0.7164  1.1126  -0.344
Cl  2.5167  -1.0048  -0.2657  -0.204
H  -0.2163  1.4089  -1.7846  0.424
H  0.2420  -0.1471  -0.9606  0.016
H  1.3572  2.3117  -0.1842  0.443
H  -0.0546  2.3461  0.5947  0.375
H  -0.2691  -1.9234  0.1617  0.347
H  -0.8638  -1.7497  -1.5786  0.458
H  -1.7610  -2.7034  -0.5415  0.342
H  2.9698  1.0147  0.5596  0.370
H  2.4922  -0.1483  2.0724  0.286
H  -3.1281  -0.1554  1.1745  0.437

Atomic forces in eV per Å
C 2.4 -0.9 2.3
C 1.1 -0.6 1.1
C -0.1 1.0 -1.2
C -2.5 -2.4 -1.2
C -1.7 -3.1 2.9
O -1.8 -1.0 1.5
O -2.5 2.2 3.1
O -1.6 1.2 -0.5
Cl 0.1 -0.5 0.1
H -0.5 1.0 -2.8
H 0.6 0.7 -1.0
H 0.3 -0.6 -1.0
H -1.2 0.3 0.7
H 1.7 -0.6 0.4
H 1.4 0.3 -0.9
H 1.0 1.5 0.8
H 1.8 1.9 -0.1
H 0.9 1.0 -2.6
H 0.6 -1.4 -1.6

Values from the calculation:
Highest occupied orbital energy = -14.31 eV
2S+1 = 1
E = -24003.063 eV
HOMO-LUMO gap = 10.05 eV
Largest force on an atom = 0.0889 Eh/bohr
Lowest unoccupied orbital energy = -4.26 eV
Energy relative to the best compared isomer or geometry (same formula, charge and spin) = 14.39 kJ/mol
Charge = +1

DFT (ωB97M-V/def2-TZVPD) results for a structure of composition C5H10CoMgO3.

Each line ends with the Mulliken charge.
Atoms and positions in Å:
O  1.4359  0.5544  0.2834  -0.599
C  1.4236  -0.2504  -0.8643  -0.328
C  0.8616  -1.6338  -0.5753  -0.397
O  -0.3385  -1.4672  0.1856  -0.176
C  -1.5677  -1.8926  -0.3735  -0.668
Co  -0.0988  -0.0173  1.5078  0.565
H  2.4322  -0.3594  -1.2951  0.380
H  0.7737  0.2311  -1.6146  0.165
H  1.5598  -2.2267  0.0323  0.240
H  0.6575  -2.1933  -1.4981  0.418
H  -2.3104  -1.7868  0.4258  0.233
H  -1.8380  -1.2485  -1.2222  0.233
H  -1.4401  -2.9211  -0.7394  0.259
C  0.2137  2.0506  1.9732  -0.688
C  0.2145  2.0743  0.4962  0.108
O  -0.9891  1.7095  0.0627  -0.350
Mg  -2.2393  1.8144  -1.4834  -0.364
H  -0.6861  2.4961  2.4201  0.306
H  1.1934  2.2638  2.4207  0.286
H  0.7422  2.8030  -0.1422  0.378

Atomic forces in eV per Å
O -0.2 -0.5 0.7
C -0.3 0.5 -0.6
C 0.6 -0.2 -0.3
O 0.3 -0.5 0.6
C -0.3 -0.1 -0.6
Co 0.3 2.3 -0.1
H -0.2 0.1 0.1
H 0.1 -0.1 -0.1
H -0.2 0.1 0.0
H -0.1 0.2 0.2
H 0.0 -0.3 -0.4
H -0.1 -0.1 0.2
H -0.3 0.1 0.3
C 1.2 -1.3 -0.1
C -3.0 0.7 0.3
O 2.1 -0.4 0.1
Mg -0.3 0.0 -0.4
H 0.5 -0.1 -0.3
H -0.6 0.2 0.1
H 0.3 -0.7 0.3

Values from the calculation:
Highest occupied orbital energy (spin up / spin down) = -5.18 / -5.16 eV
2S+1 = 4
E = -54556.576 eV
<S²> = 3.7647
HOMO-LUMO gap (spin up / spin down) = 4.79 / 4.00 eV
Largest force on an atom = 0.0596 Eh/bohr
Lowest unoccupied orbital energy (spin up / spin down) = -0.39 / -1.16 eV

DFT (ωB97M-V/def2-TZVPD) results for a structure of composition C5H10CoO4.

Each line ends with the Mulliken charge.
Atoms and positions in Å:
O  -2.3371  -0.4651  0.2488  -0.498
C  -2.0797  0.7069  0.9137  -0.053
C  -0.9645  0.7969  1.7429  0.383
O  0.9838  1.4671  1.1423  -0.681
C  1.0573  1.1083  -0.2181  -0.289
C  1.4974  -0.3328  -0.4459  -0.530
O  0.4261  -1.2475  -0.6732  -0.140
C  -0.0287  -1.2721  -2.0177  -0.690
H  -2.9780  1.2034  1.3256  0.320
H  -0.9560  1.5682  2.5243  0.323
H  1.8072  1.7613  -0.6886  0.394
H  0.0786  1.2572  -0.7081  0.192
H  2.2026  -0.3841  -1.2897  0.341
H  2.0004  -0.6977  0.4609  0.350
H  -0.7817  -2.0658  -2.0834  0.223
H  -0.4882  -0.3120  -2.2937  0.319
H  0.8121  -1.4894  -2.6935  0.301
Co  -0.9683  -1.6832  0.7717  -0.060
O  -0.2694  -0.3881  2.0939  -0.646
H  0.9860  0.4686  1.8881  0.441

Atomic forces in eV per Å
O 0.2 4.1 1.2
C -1.9 -3.6 -0.5
C 1.1 -2.7 3.0
O 0.2 -2.4 2.2
C 0.5 -0.1 -0.1
C 0.4 0.0 0.1
O 0.6 0.2 -0.4
C -0.2 0.0 -0.4
H 0.5 0.6 -1.1
H 0.2 -0.1 -0.7
H -0.3 0.0 0.0
H 0.3 0.1 0.0
H -0.2 -0.2 0.2
H 0.0 0.1 -0.3
H 0.2 0.2 0.0
H 0.1 -0.2 0.0
H -0.2 0.0 0.2
Co 0.3 -2.3 0.3
O -1.1 3.6 -1.1
H -0.5 2.7 -2.8

Values from the calculation:
Highest occupied orbital energy (spin up / spin down) = -5.38 / -10.00 eV
2S+1 = 6
E = -51157.451 eV
<S²> = 8.7607
HOMO-LUMO gap (spin up / spin down) = 6.20 / 8.29 eV
Largest force on an atom = 0.0833 Eh/bohr
Lowest unoccupied orbital energy (spin up / spin down) = 0.81 / -1.71 eV

DFT (ωB97M-V/def2-TZVPD) results for a structure of composition C5H10CsO5.

Each line ends with the Mulliken charge.
Atoms and positions in Å:
C  -1.6426  0.6183  0.6794  -0.175
C  -1.3440  -0.1346  1.9602  -0.371
O  -0.1781  0.4305  2.5464  -0.280
C  0.2627  -0.0924  3.7013  0.663
O  -0.3444  -1.0528  4.2359  -0.758
O  1.2496  0.4765  4.2316  -0.770
O  -2.8250  0.0799  0.1494  -0.521
H  -0.7786  0.5441  -0.0548  0.120
H  -1.7540  1.6944  0.8993  0.257
H  -1.1810  -1.2007  1.7486  0.276
H  -2.1937  -0.0471  2.6524  0.275
H  -3.1347  0.6173  -0.6026  0.306
Cs  2.1521  -1.2513  8.2727  0.981
C  1.5369  0.6542  -2.9298  -0.940
C  1.3136  -0.1215  -4.1717  -0.011
O  1.5250  -1.5034  -3.9133  -0.516
H  1.3919  1.7345  -2.9576  0.367
H  2.2803  0.3017  -2.2116  0.341
H  2.0075  0.2138  -4.9695  0.239
H  0.2918  0.0532  -4.5557  0.224
H  1.3647  -2.0146  -4.7107  0.293

Atomic forces in eV per Å
C 1.4 0.7 -0.4
C 0.2 -0.3 0.3
O -0.4 0.6 -1.6
C 0.8 -0.8 3.2
O -0.5 -0.2 -0.7
O 0.2 0.3 -0.6
O -0.8 0.0 -0.8
H -0.8 -0.1 0.8
H 0.0 -0.2 0.1
H -0.1 0.2 0.1
H 0.2 -0.1 -0.2
H 0.4 -0.4 0.6
Cs -0.3 0.2 -0.7
C 0.7 0.3 0.0
C -0.2 0.0 -0.1
O 0.0 0.0 0.2
H -0.2 -0.3 0.0
H -0.4 -0.1 -0.2
H -0.1 0.0 0.2
H 0.2 0.0 0.1
H 0.0 0.1 0.0

Values from the calculation:
Highest occupied orbital energy = -6.44 eV
2S+1 = 2
E = -16129.051 eV
<S²> = 0.7534
HOMO-LUMO gap = 4.99 eV
Largest force on an atom = 0.0657 Eh/bohr
Lowest unoccupied orbital energy = -1.45 eV
Energy relative to the best compared isomer or geometry (same formula, charge and spin) = 35.63 kJ/mol

DFT (ωB97M-V/def2-TZVPD) results for a cluster of 2 separate species, C5H10I2 in total.

Each line ends with the Mulliken charge.
Atoms and positions in Å:
C  0.6801  1.6290  0.7515  -1.714
C  -1.2128  0.8801  -0.7551  -1.287
C  -0.6309  -2.3153  0.8840  -0.962
C  0.3638  0.8981  -0.4689  1.029
C  1.0278  -0.4713  -0.4467  -1.159
I  -0.5100  -4.1811  -0.0675  0.067
I  1.0917  -1.5432  -2.2600  0.047
H  1.6597  1.5109  1.0809  0.493
H  0.0781  1.2764  1.5488  0.373
H  0.6936  2.7413  0.6778  0.340
H  -1.5109  0.2753  -1.5544  0.368
H  -1.4717  1.8832  -0.9462  0.426
H  -1.5634  0.5522  0.2382  0.275
H  -0.0830  -2.3589  1.8371  0.405
H  -1.3250  -1.7081  0.4163  0.485
H  0.8918  1.5480  -1.1664  0.236
H  1.8212  -0.6165  0.2306  0.579

Atomic forces in eV per Å
C -0.5 1.9 1.4
C 3.0 0.0 2.4
C 2.3 -2.2 0.2
C -0.5 -0.8 -2.0
C -1.7 0.2 -1.2
I -0.1 0.5 0.4
I 0.2 0.5 0.6
H 2.1 -0.8 0.4
H -0.8 0.1 1.2
H -1.0 -0.7 -0.2
H -0.3 -1.1 -1.0
H -0.7 1.2 -0.1
H -0.7 0.1 -0.7
H -0.8 0.7 -0.6
H -1.2 1.3 0.0
H -0.1 -0.5 -1.2
H 0.9 -0.4 0.5

Values from the calculation:
Highest occupied orbital energy (spin up / spin down) = -8.19 / -8.04 eV
2S+1 = 1
E = -21544.144 eV
HOMO-LUMO gap (spin up / spin down) = 8.10 / 7.90 eV
Largest force on an atom = 0.0751 Eh/bohr
Lowest unoccupied orbital energy (spin up / spin down) = -0.08 / -0.14 eV
Energy relative to the best compared isomer or geometry (same formula, charge and spin) = 341.70 kJ/mol

- Which of these has the highest largest force on an atom?
  C5H10ClO3